{
  "formula": "C35H45Ge2N3O2PtS",
  "method": "wB97M-V/def2-TZVPD",
  "total_charge": 1,
  "e_homo_ev": [-10.28, -10.28],
  "e_tot_ev": -172697.5474,
  "spin_multiplicity": 2,
  "e_above_lowest_kcal_mol": 0.0,
  "lumo_energy_ev": [-3.301, -3.825],
  "mol_weight_g_mol": 912.1,
  "largest_force_ev_per_a": 0.52,
  "species": ["Pt", "C", "C", "Ge", "C", "C", "C", "C", "Ge", "C", "C", "C", "C", "C", "C", "C", "C", "C", "C", "H", "H", "H", "H", "H", "H", "H", "H", "H", "H", "H", "H", "H", "H", "H", "H", "H", "H", "H", "H", "H", "H", "H", "H", "H", "H", "C", "C", "O", "C", "C", "C", "C", "C", "C", "H", "H", "H", "H", "H", "H", "H", "H", "O", "N", "C", "C", "C", "C", "C", "H", "H", "H", "H", "H", "N", "C", "S", "C", "C", "C", "N", "C", "C", "H", "H", "H", "H", "H", "H"],
  "coordinates": [[-0.0168, 0.4225, 0.2901], [0.4315, 2.8563, 3.0897], [-0.1230, 1.5890, 3.7363], [0.2587, -0.0099, 2.6465], [-0.8001, -1.5739, 3.2005], [-0.1600, -2.8632, 2.6880], [2.1179, -0.3971, 3.0321], [3.0872, -0.2444, 2.1262], [2.4362, 0.0498, 0.2775], [3.2250, 1.5983, -0.6625], [4.7372, 1.6451, -0.8832], [2.4713, -1.6324, -0.7697], [3.8100, -2.2897, -1.1006], [4.5263, -0.3524, 2.4793], [5.4897, -0.6194, 1.5123], [6.8333, -0.7244, 1.8372], [7.2430, -0.5551, 3.1490], [6.2977, -0.2790, 4.1277], [4.9595, -0.1748, 3.7956], [0.3744, 3.7143, 3.7595], [-0.1201, 3.1085, 2.1800], [1.4783, 2.7262, 2.8101], [-1.1868, 1.6926, 3.9536], [0.3680, 1.4010, 4.6937], [-1.8233, -1.4746, 2.8369], [-0.8541, -1.5793, 4.2916], [-0.0344, -2.8394, 1.6063], [-0.7552, -3.7428, 2.9421], [0.8348, -3.0008, 3.1122], [2.3692, -0.6818, 4.0535], [2.9147, 2.4902, -0.1103], [2.7135, 1.6326, -1.6269], [5.2835, 1.7075, 0.0552], [4.9990, 2.5234, -1.4754], [5.0998, 0.7717, -1.4244], [1.9224, -1.4041, -1.6855], [1.8513, -2.3215, -0.1899], [4.4652, -1.6206, -1.6597], [3.6644, -3.1794, -1.7156], [4.3380, -2.6047, -0.2019], [5.1873, -0.7604, 0.4862], [7.5584, -0.9335, 1.0637], [8.2897, -0.6269, 3.4075], [6.6074, -0.1366, 5.1528], [4.2435, 0.0671, 4.5686], [-0.0257, 1.2301, -4.3216], [0.0677, 1.6261, -2.8748], [0.3330, 0.7727, -2.0393], [-0.1724, 3.0316, -2.4708], [0.0981, 3.4259, -1.1597], [-0.1238, 4.7292, -0.7572], [-0.6402, 5.6521, -1.6604], [-0.9116, 5.2729, -2.9670], [-0.6649, 3.9719, -3.3762], [0.2274, 0.1784, -4.4181], [0.6444, 1.8317, -4.9351], [-1.0404, 1.3925, -4.6875], [0.5000, 2.7030, -0.4514], [0.1102, 5.0287, 0.2540], [-0.8242, 6.6702, -1.3463], [-1.3196, 5.9888, -3.6664], [-0.8708, 3.6939, -4.3985], [-0.8577, -1.3558, -0.7625], [-1.5481, -2.3606, -0.2804], [-2.6303, -2.1564, 0.4852], [-3.3501, -3.2251, 0.9715], [-2.9568, -4.5176, 0.6611], [-1.8420, -4.6980, -0.1428], [-1.1483, -3.6019, -0.6015], [-2.8614, -1.1199, 0.6743], [-4.2151, -3.0330, 1.5879], [-3.5062, -5.3666, 1.0373], [-1.4967, -5.6828, -0.4163], [-0.2679, -3.6444, -1.2249], [-5.0313, 5.3240, 0.3973], [-4.6886, 4.5351, -0.6445], [-5.0264, 4.9245, -2.2002], [-3.9118, 3.2979, -0.3001], [-3.5538, 2.9506, 1.0066], [-2.6996, 1.8854, 1.2168], [-2.1834, 1.1645, 0.2097], [-2.6308, 1.4217, -1.0282], [-3.4826, 2.4593, -1.3234], [-5.6516, 6.0927, 0.1988], [-4.9981, 5.0018, 1.3479], [-3.9095, 3.4870, 1.8728], [-2.4037, 1.6010, 2.2186], [-2.2683, 0.7543, -1.8026], [-3.7981, 2.6454, -2.3417]],
  "lowdin_charge": [0.840, -0.184, -0.373, 0.741, -0.358, -0.169, -0.258, -0.334, 0.852, -0.357, -0.160, -0.362, -0.167, -0.233, -0.069, -0.068, -0.081, -0.074, -0.039, 0.072, 0.033, 0.064, 0.044, 0.067, 0.029, 0.069, 0.036, 0.073, 0.071, 0.066, 0.053, 0.043, 0.062, 0.072, 0.059, 0.046, 0.040, 0.061, 0.068, 0.060, 0.065, 0.107, 0.104, 0.105, 0.103, 0.016, -0.377, -0.074, -0.166, -0.041, -0.051, -0.052, -0.055, -0.013, 0.094, 0.101, 0.097, 0.057, 0.108, 0.113, 0.114, 0.114, -0.236, -0.190, -0.027, -0.020, -0.035, -0.017, -0.004, 0.116, 0.124, 0.120, 0.123, 0.147, 0.095, -0.811, 0.725, -0.200, 0.015, -0.114, -0.063, -0.121, -0.027, 0.103, 0.090, 0.110, 0.092, 0.114, 0.083]
}


{
  "formula": "C35H46BeGe2N3OS",
  "method": "wB97M-V/def2-TZVPD",
  "total_charge": 1,
  "e_homo_ev": -10.96,
  "e_tot_ev": -167821.7895,
  "e_above_lowest_kcal_mol": 0.0,
  "lumo_energy_ev": -3.289,
  "mol_weight_g_mol": 711.1,
  "largest_force_ev_per_a": 1.49,
  "species": ["Be", "C", "C", "Ge", "C", "C", "C", "C", "Ge", "C", "C", "C", "C", "C", "C", "C", "C", "C", "C", "H", "H", "H", "H", "H", "H", "H", "H", "H", "H", "H", "H", "H", "H", "H", "H", "H", "H", "H", "H", "H", "H", "H", "H", "H", "H", "C", "C", "C", "N", "C", "S", "N", "C", "O", "C", "C", "C", "C", "C", "C", "H", "H", "H", "H", "H", "H", "H", "H", "H", "H", "H", "H", "H", "H", "C", "C", "C", "C", "C", "C", "C", "C", "N", "H", "H", "H", "H", "H", "H"],
  "coordinates": [[-0.0873, -0.3910, 1.2975], [2.4674, 0.5458, -1.1184], [3.0590, -0.2560, 0.0183], [2.3942, 0.3422, 1.8447], [2.6037, -0.9686, 3.3576], [1.4944, -0.8986, 4.4103], [3.1448, 2.1013, 2.2062], [2.2330, 3.0468, 1.9755], [0.4875, 2.2505, 1.7081], [-0.4934, 2.1399, 3.4461], [-1.4215, 3.2928, 3.7330], [-0.5443, 2.9547, 0.2058], [0.3418, 3.8601, -0.6942], [2.5466, 4.4540, 1.9201], [1.7378, 5.4472, 2.5003], [2.0447, 6.7774, 2.3319], [3.1639, 7.1746, 1.6168], [3.9954, 6.2182, 1.0370], [3.6653, 4.8662, 1.1919], [2.9821, 0.2928, -2.0592], [2.5411, 1.6112, -0.9200], [1.4073, 0.3042, -1.2674], [4.1458, -0.1611, 0.0649], [2.8989, -1.3103, -0.0885], [3.5853, -0.7309, 3.8532], [2.6600, -1.9556, 2.9080], [1.6110, 0.0195, 4.9973], [1.5256, -1.7727, 5.0454], [0.5055, -0.8528, 3.9650], [4.1361, 2.3827, 2.5456], [0.2893, 2.0899, 4.2003], [-1.0188, 1.1912, 3.4903], [-0.8767, 4.2390, 3.8141], [-1.8953, 3.1285, 4.6838], [-2.2217, 3.4040, 2.9671], [-1.3568, 3.5299, 0.6652], [-0.9574, 2.1369, -0.3503], [0.8067, 4.6668, -0.1526], [-0.2353, 4.2609, -1.5202], [1.1350, 3.2375, -1.1289], [0.8346, 5.2239, 3.0455], [1.3823, 7.5047, 2.7983], [3.3813, 8.2371, 1.4673], [4.8507, 6.4573, 0.4480], [4.2748, 4.1105, 0.7005], [-1.9807, -1.1080, -4.1321], [-2.7063, -0.0005, -3.3200], [-2.2250, 0.2024, -1.8678], [-2.5892, -1.0086, -1.1177], [-2.6166, -1.2238, 0.1807], [-2.1862, 0.0158, 1.2827], [-2.9906, -2.4328, 0.6227], [-2.8177, -3.6883, -0.1880], [-2.0445, -4.4966, 0.2403], [-3.5216, -3.8001, -1.4855], [-4.7580, -3.1985, -1.7117], [-5.3837, -3.3164, -2.9400], [-4.7641, -4.0789, -3.9487], [-3.5370, -4.6934, -3.7487], [-2.9052, -4.5294, -2.5275], [-2.4379, -1.2753, -5.1209], [-1.9595, -2.0667, -3.5747], [-0.9542, -0.7642, -4.2421], [-3.7739, -0.1368, -3.2793], [-2.5527, 0.9157, -3.8212], [-2.6880, 1.0629, -1.4398], [-1.1535, 0.3227, -1.8323], [-2.8605, -1.7966, -1.7094], [-2.7784, -2.5720, 1.6052], [-5.2405, -2.6589, -0.8675], [-6.3406, -2.8323, -3.1213], [-5.2281, -4.2058, -4.9091], [-3.0736, -5.1961, -4.5554], [-1.9294, -4.9330, -2.3304], [0.3493, -2.0214, 1.2598], [0.9604, -2.6603, 0.0349], [0.4342, -2.4404, -1.2391], [0.9081, -3.1707, -2.3297], [1.9479, -4.0640, -2.1607], [2.5078, -4.2611, -0.8905], [2.0221, -3.5558, 0.1884], [2.4546, -4.8822, -3.2808], [2.8714, -5.5777, -4.0997], [0.9257, -2.2675, 2.1719], [-0.5932, -2.5101, 1.4084], [-0.2923, -1.6455, -1.3969], [0.5417, -2.9576, -3.3148], [3.2753, -4.9850, -0.7980], [2.4600, -3.7098, 1.1452]],
  "lowdin_charge": [0.142, -0.161, -0.322, 0.957, -0.345, -0.169, -0.202, -0.398, 0.920, -0.382, -0.162, -0.341, -0.132, -0.271, -0.039, -0.082, -0.074, -0.055, -0.033, 0.090, 0.046, 0.047, 0.074, 0.021, 0.087, 0.032, 0.076, 0.076, 0.037, 0.079, 0.064, 0.008, 0.056, 0.069, 0.080, 0.067, -0.013, 0.054, 0.072, 0.055, 0.089, 0.112, 0.112, 0.099, 0.115, -0.068, -0.198, -0.172, 0.042, -0.731, 0.833, 0.126, -0.324, 0.165, -0.186, -0.045, -0.044, -0.041, -0.047, -0.003, 0.090, 0.051, 0.076, 0.106, 0.097, 0.105, 0.099, 0.102, 0.137, 0.139, 0.116, 0.111, 0.108, 0.120, -0.207, -0.284, -0.044, -0.026, -0.212, -0.003, -0.034, -0.164, 0.156, 0.052, 0.037, 0.081, 0.108, 0.115, 0.111]
}